A cluster of 13 separate species, C38H64F5N3O31S5 in total. Source: the Open Molecules 2025 dataset; level of theory: ωB97M-V/def2-TZVPD.

Last column: Mulliken charge in e.
Positions of all 146 atoms, in Å:
C1 -1.45 6.29 -0.66  -0.9722
N1 -1.06 5.31 0.37  0.8865
O1 -0.64 4.23 0.00  -0.3639
O2 -1.21 5.64 1.52  -0.5068
H1 -0.55 6.87 -0.89  0.3106
H2 -2.23 6.93 -0.27  0.3549
H3 -1.78 5.79 -1.56  0.2999
C2 -2.41 1.82 -2.34  -0.3909
N2 -3.88 1.58 -2.13  1.1271
O3 -4.32 0.49 -2.41  -0.5561
O4 -4.50 2.50 -1.64  -0.6273
H4 -2.26 2.71 -2.95  0.4725
H5 -1.95 0.96 -2.82  -0.0159
H6 -1.93 2.03 -1.39  -0.0369
C3 5.87 2.29 2.03  -0.8478
N3 5.14 1.00 2.10  0.7409
O5 4.34 0.70 1.22  -0.0899
O6 5.52 0.21 2.92  -0.5563
H7 5.64 2.80 2.96  0.2628
H8 5.36 2.83 1.23  0.3010
H9 6.94 2.26 1.85  0.3281
C4 3.84 -3.44 1.07  -1.1718
C5 2.72 -3.97 0.16  0.8161
C6 3.10 -3.93 -1.28  -0.7440
S1 4.24 -2.48 -1.47  1.0069
O7 3.63 -1.27 -2.00  -0.3400
O8 5.48 -2.93 -2.07  -0.7488
C7 4.38 -2.20 0.35  0.1095
H10 4.70 -4.11 1.14  0.3684
H11 3.40 -3.23 2.04  0.3806
H12 1.98 -3.19 0.40  -0.8330
H13 2.19 -4.82 0.57  0.4733
H14 2.27 -3.84 -1.98  0.1722
H15 3.64 -4.82 -1.60  0.4270
H16 3.55 -1.49 0.46  -0.5088
H17 5.27 -1.64 0.60  0.6806
C8 -2.32 -2.27 -3.48  1.0868
C9 -1.94 -3.73 -3.35  0.2381
C10 -2.53 -4.43 -4.58  -1.0799
S2 -2.29 -3.26 -6.01  1.1558
O9 -3.56 -3.15 -6.71  -0.6773
O10 -1.12 -3.61 -6.76  -0.6600
C11 -2.01 -1.83 -4.91  -1.0201
H18 -1.80 -1.75 -2.67  -0.8622
H19 -3.39 -2.12 -3.38  0.0424
H20 -2.28 -4.12 -2.40  -0.1385
H21 -0.86 -3.92 -3.44  0.0694
H22 -3.58 -4.71 -4.50  0.4113
H23 -1.99 -5.34 -4.82  0.5151
H24 -2.68 -1.04 -5.25  0.5460
H25 -1.00 -1.45 -5.06  0.4278
C12 -2.35 -4.96 1.82  0.1349
C13 -0.84 -4.97 1.43  0.2518
C14 -0.62 -5.71 0.14  -0.7460
S3 -2.11 -6.81 -0.14  1.1237
O11 -1.74 -8.20 -0.02  -0.7186
O12 -2.79 -6.30 -1.31  -0.5711
C15 -2.94 -6.33 1.42  -0.9829
H26 -2.80 -4.18 1.22  -0.8268
H27 -2.42 -4.69 2.87  0.6235
H28 -0.24 -5.34 2.27  0.5288
H29 -0.43 -3.96 1.32  -0.5285
H30 0.31 -6.29 0.04  0.6903
H31 -0.49 -5.17 -0.81  0.0774
H32 -2.84 -7.15 2.12  0.3846
H33 -4.00 -6.24 1.20  0.4745
C16 -3.06 4.06 4.02  -0.8030
C17 -2.43 2.77 3.47  1.3747
C18 -2.28 1.71 4.53  0.2266
S4 -3.83 1.82 5.48  1.1840
O13 -3.63 1.75 6.91  -0.7420
O14 -4.85 1.04 4.82  -0.6424
C19 -4.07 3.61 5.11  -0.8256
H34 -3.57 4.63 3.24  0.3878
H35 -2.37 4.83 4.38  0.2570
H36 -1.43 2.99 3.07  -0.9203
H37 -2.98 2.43 2.60  0.1462
H38 -1.48 1.90 5.24  0.3297
H39 -2.17 0.68 4.21  -0.3428
H40 -3.80 4.19 5.99  0.3638
H41 -5.09 3.87 4.83  0.3934
C20 -4.36 -2.24 -0.28  -0.5067
C21 -5.34 -1.25 0.33  -0.7039
C22 -4.93 -1.09 1.80  -1.0838
S5 -3.09 -0.97 1.71  1.2438
O15 -2.51 -1.88 2.70  -0.8430
O16 -2.58 0.39 1.66  -0.3503
C23 -2.99 -1.63 0.00  0.5650
H42 -4.50 -2.56 -1.31  0.2890
H43 -4.27 -3.18 0.26  0.3702
H44 -6.37 -1.60 0.24  0.5319
H45 -5.36 -0.24 -0.09  0.1568
H46 -5.16 -2.02 2.31  0.3997
H47 -5.33 -0.26 2.38  0.4920
H48 -2.14 -2.29 -0.16  -0.1497
H49 -2.81 -0.79 -0.68  -0.4179
C24 0.96 1.29 -0.90  -0.3732
C25 1.13 1.00 0.58  0.5709
O17 0.92 -0.37 0.66  -0.0009
C26 0.54 -0.88 -0.56  -0.1879
O18 0.30 -2.03 -0.77  -0.4617
O19 0.32 0.11 -1.42  -0.0648
F1 0.17 1.63 1.33  0.0737
H50 1.90 1.32 -1.45  -0.1306
H51 0.36 2.18 -1.11  0.4342
H52 2.12 1.32 0.92  -0.6012
C27 2.31 1.90 -6.43  -0.4039
C28 1.60 3.25 -6.57  0.3095
O20 1.00 3.39 -5.33  -0.3286
C29 0.90 2.20 -4.69  0.5202
O21 0.22 2.03 -3.74  -0.3805
O22 1.74 1.31 -5.26  -0.2855
F2 0.67 3.21 -7.56  -0.3012
H53 3.37 2.00 -6.18  0.2225
H54 2.25 1.30 -7.34  0.3167
H55 2.32 4.06 -6.75  0.2885
C30 1.55 5.12 3.95  -0.3641
C31 1.85 4.05 2.93  1.1849
O23 3.20 3.72 3.20  -0.1252
C32 3.78 4.83 3.72  0.4632
O24 4.94 5.05 3.74  -0.5274
O25 2.84 5.73 4.09  -0.3996
F3 1.78 4.46 1.63  -0.3300
H56 1.29 4.60 4.88  0.2655
H57 0.76 5.81 3.68  0.3658
H58 1.07 3.30 3.05  -0.6230
C33 4.63 2.27 -3.22  0.1411
C34 5.65 1.54 -2.36  1.3540
O26 6.72 2.44 -2.36  -0.3805
C35 6.52 3.47 -3.24  0.5263
O27 7.36 4.24 -3.54  -0.5107
O28 5.26 3.42 -3.71  -0.3944
F4 5.98 0.34 -2.92  -0.3162
H59 3.68 2.50 -2.73  -0.1054
H60 4.35 1.57 -4.01  0.0373
H61 5.28 1.29 -1.36  -0.3682
C36 0.81 -1.01 3.28  0.2560
C37 -0.55 -1.21 3.94  1.7552
O29 -0.81 0.07 4.49  -0.5133
C38 0.26 0.87 4.42  0.5458
O30 0.31 2.02 4.71  -0.5285
O31 1.30 0.17 3.87  -0.4496
F5 -0.50 -2.05 5.03  -0.4671
H62 0.73 -0.92 2.20  0.0264
H63 1.56 -1.79 3.42  0.3464
H64 -1.31 -1.61 3.27  -0.6396

Output
E: -176137.5570 eV
max |F|: 4.116 eV/A
E_LUMO: -0.0193 hartree
Kohn-Sham gap: 9.138 eV
highest occupied orbital energy: -9.662 eV
net charge: 0
relative energy (zero: lowest compared OMol25 entry of this formula, charge and spin): 12.0 kcal/mol